The following is a DFT calculation (ωB97M-V with the def2-TZVPD basis set) of C20H13AuBrN3O2 as an isolated structure.

The geometry in XYZ format:
```
40
C20H13AuBrN3O2 (ωB97M-V with the def2-TZVPD basis set)
Au 1.03 0.17 0.87
Br -5.15 -4.40 0.62
C -3.37 -3.76 0.58
C -3.11 -2.45 0.94
C -1.81 -1.98 0.91
C -0.77 -2.82 0.50
C -1.05 -4.14 0.16
C -2.35 -4.61 0.20
N 0.53 -2.26 0.48
C 1.48 -2.76 -0.18
C 2.80 -2.10 -0.18
C 3.87 -2.65 -0.86
C 5.08 -1.99 -0.88
C 5.20 -0.79 -0.19
C 4.09 -0.31 0.49
N 2.92 -0.94 0.49
H -3.91 -1.79 1.24
H -1.59 -0.95 1.16
H -0.26 -4.82 -0.11
H -2.57 -5.64 -0.06
H 1.39 -3.66 -0.80
H 3.73 -3.59 -1.38
H 5.92 -2.39 -1.42
H 6.12 -0.24 -0.18
H 4.13 0.62 1.04
O 1.62 3.07 -0.36
C 0.46 2.94 -0.04
N -0.10 1.85 0.62
C -1.46 2.03 0.79
O -2.23 1.24 1.30
C -1.82 3.37 0.20
C -3.03 4.01 0.08
C -3.04 5.24 -0.57
C -1.87 5.79 -1.08
C -0.65 5.13 -0.95
C -0.65 3.92 -0.31
H -3.93 3.56 0.48
H -3.98 5.77 -0.68
H -1.92 6.75 -1.58
H 0.27 5.55 -1.34
```

## Properties
* HOMO-LUMO gap: 7.55 eV
* M: 604.214 g/mol
* multiplicity: 1
* E: -3794.435878 Eh
* ΔE to the lowest compared entry with this formula, charge and spin: 0.0 kcal per mole
* highest occupied orbital energy: -0.3156 Ha
* maximum force: 0.5 eV Å⁻¹

Results of the Mulliken charge analysis, in e, for atoms 1 through 2: Au 0.4222; Br -0.1867